(A)
Density functional theory data (ωB97M-V/def2-TZVPD) for a molecular structure, CsO4S.

XYZ file:
```
6
Properties=species:S:1:pos:R:3:mulliken_charge:R:1
Cs -1.998 -1.945 -0.880 0.9281
S 0.393 0.370 0.196 1.1928
O 0.061 1.698 -0.286 -0.7262
O -0.741 -0.069 0.996 -0.8228
O 0.658 -0.475 -0.956 -0.8198
O 1.626 0.421 0.930 -0.7520
```

Values from the calculation:
HOMO-LUMO gap	4.085	eV
highest occupied orbital energy	-2.65	eV
total charge	-1

(B)
Density functional theory data (ωB97M-V/def2-TZVPD) for a molecular structure, CsO4S.

XYZ file:
```
6
Properties=species:S:1:pos:R:3:mulliken_charge:R:1
Cs 0.373 0.200 2.847 0.9297
S -0.063 -0.041 -0.574 1.1423
O -0.942 -1.223 -0.707 -0.7098
O 0.282 0.520 -1.851 -0.7449
O -0.736 1.081 0.128 -0.8087
O 1.086 -0.537 0.157 -0.8085
```

Values from the calculation:
HOMO-LUMO gap	4.320	eV
highest occupied orbital energy	-2.85	eV
total charge	-1

Quick look at relative energies in eV: (A) 0.141; (B) 0.000.

(A)
Density functional theory data (ωB97M-V/def2-TZVPD) for C5H6ClNO in the gas phase.

XYZ file:
```
14
Properties=species:S:1:pos:R:3:mulliken_charge:R:1
C 0.023 -1.282 -1.818 -1.3435
C 0.181 -0.201 -0.711 0.2521
C -0.807 -0.006 0.351 0.1710
C -0.703 1.193 1.261 -0.6336
C 0.511 1.244 1.698 0.3413
Cl 1.151 2.319 2.841 -0.1623
O 1.262 0.162 1.490 -0.2668
N 0.408 -0.677 0.623 -0.3035
H 0.234 -2.276 -1.485 0.3763
H 0.769 -1.042 -2.608 0.3067
H -0.933 -1.372 -2.338 0.3086
H 0.931 0.577 -0.955 0.3155
H -1.622 -0.685 0.361 0.3414
H -1.406 2.046 1.291 0.2968
```

Values from the calculation:
HOMO-LUMO gap	9.630	eV
SMILES	C[C@H]1[C@@H]2C=C(Cl)ON12
highest occupied orbital energy	-8.66	eV
total charge	0

(B)
Density functional theory data (ωB97M-V/def2-TZVPD) for C5H6ClNO in the gas phase.

XYZ file:
```
14
Properties=species:S:1:pos:R:3:mulliken_charge:R:1
C -1.155 -0.431 1.675 -0.6785
O 0.230 -0.349 1.402 -0.3265
C 0.445 0.385 0.263 -0.1689
C 1.510 -0.046 -0.689 -0.1212
Cl 2.301 -1.564 -0.369 -0.1793
C 0.017 -0.059 -1.060 -0.1698
C -0.430 0.873 -2.006 -0.0580
N -0.725 1.663 -2.800 -0.4481
H -1.143 -1.020 2.627 0.2268
H -1.669 0.530 1.802 0.3065
H -1.616 -1.031 0.888 0.3184
H 0.363 1.455 0.483 0.4027
H 2.182 0.694 -1.111 0.3852
H -0.311 -1.100 -1.105 0.5107
```

Values from the calculation:
HOMO-LUMO gap	11.092	eV
SMILES	CO[C@H]1[C@@H](Cl)[C@@H]1C#N
highest occupied orbital energy	-10.33	eV
total charge	0

Quick look at relative energies in eV: (A) 1.776; (B) 0.000.

(A)
Density functional theory data (ωB97M-V/def2-TZVPD) for 3 unconnected molecules or ions with the total composition C4H14NO3.

XYZ file:
```
22
Properties=species:S:1:pos:R:3:mulliken_charge:R:1
C 1.812 -1.124 -0.832 -0.4696
C 0.856 -1.750 0.165 -0.7011
C 0.944 -1.286 1.684 -0.4518
C -0.170 -0.324 2.047 -0.0611
O -1.306 -0.510 1.699 -0.4499
N 1.151 0.124 -1.433 -0.3156
H 2.760 -0.777 -0.380 0.3770
H 1.835 -1.772 -1.738 0.3309
H -0.143 -1.392 -0.039 0.3999
H 1.077 -2.860 0.180 0.3355
H 0.959 -2.156 2.428 0.3532
H 1.855 -0.707 1.838 0.2813
H 0.124 0.578 2.653 0.3451
H 1.408 0.995 -0.967 0.3902
H 0.152 -0.086 -1.319 0.2810
H 1.236 0.134 -2.442 0.3253
H -2.779 0.673 -0.237 0.3104
H -3.294 1.945 -1.051 0.2852
O -2.531 1.481 -0.695 -0.6048
H -0.889 2.167 -0.893 0.3747
H -0.203 3.220 -1.797 0.3041
O -0.235 2.271 -1.622 -0.6398
```

Values from the calculation:
HOMO-LUMO gap	10.424	eV
highest occupied orbital energy	-13.67	eV
total charge	+1

(B)
Density functional theory data (ωB97M-V/def2-TZVPD) for 3 unconnected molecules or ions with the total composition C4H14NO3.

XYZ file:
```
22
Properties=species:S:1:pos:R:3:mulliken_charge:R:1
O -0.911 2.645 1.758 -0.4465
C 0.166 2.340 2.197 0.0939
C 0.583 0.899 1.923 -0.5336
N -0.205 0.337 0.716 0.0819
C -1.051 -0.869 1.072 -0.2003
C -2.502 -0.782 0.734 -1.2828
H 0.945 3.044 2.545 0.3579
H 1.624 0.689 1.679 0.4300
H 0.468 0.197 2.765 0.3177
H 0.374 0.060 -0.099 0.2718
H -0.779 1.114 0.384 0.3789
H -0.843 -1.105 2.099 0.2733
H -0.530 -1.702 0.583 0.2851
H -2.709 -0.728 -0.364 0.3369
H -3.143 0.053 1.053 0.3531
H -3.037 -1.665 1.119 0.3664
H 3.414 -1.118 -4.445 0.3115
H 2.274 -0.350 -5.322 0.3125
O 2.527 -0.740 -4.478 -0.6129
H 1.318 -0.310 -2.515 0.3032
H 1.032 -1.483 -1.774 0.2864
O 0.985 -0.525 -1.629 -0.6845
```

Values from the calculation:
HOMO-LUMO gap	11.400	eV
highest occupied orbital energy	-14.71	eV
total charge	+1

Quick look at relative energies in eV: (A) 0.163; (B) 0.000.

(A)
Density functional theory data (ωB97M-V/def2-TZVPD) for a molecular structure, C4H13N5.

XYZ file:
```
22
Properties=species:S:1:pos:R:3:mulliken_charge:R:1
C -0.609 -0.933 2.059 -0.6549
C -1.899 0.545 -0.318 -1.6065
N -0.244 0.361 1.593 -0.3259
C -0.461 0.849 0.045 1.1155
N 0.113 1.984 -0.202 -1.0289
H 0.690 0.647 1.865 0.2955
H -0.538 2.681 -0.544 0.1698
H -1.692 -1.018 2.164 0.2027
H -0.300 -1.735 1.332 0.1736
H -0.137 -1.165 3.016 0.3585
H -2.562 1.131 0.313 0.3474
H -2.136 -0.508 -0.172 0.3829
H -2.086 0.812 -1.361 0.3992
N 1.945 -0.110 -0.811 -0.3885
N 2.281 0.906 -1.714 -0.5917
C 0.327 -1.729 -0.760 -0.6285
N 0.602 -0.474 -0.738 0.2258
H 2.427 -0.007 0.077 0.2631
H 2.189 0.561 -2.667 0.2411
H 1.657 1.703 -1.564 0.3135
H 1.117 -2.463 -0.641 0.3821
H -0.684 -2.035 -0.972 0.3542
```

Values from the calculation:
HOMO-LUMO gap (spin up / spin down)	8.095 / 8.096	eV
highest occupied orbital energy (spin up / spin down)	-7.82 / -7.82	eV
total charge	0

(B)
Density functional theory data (ωB97M-V/def2-TZVPD) for a molecular structure, C4H13N5.

XYZ file:
```
22
Properties=species:S:1:pos:R:3:mulliken_charge:R:1
C 0.948 1.312 -1.661 -1.0191
C -1.030 1.433 -0.218 -1.0772
N 0.104 0.667 -0.678 0.2632
C 1.143 0.141 0.797 -0.2411
N 0.995 0.735 1.978 -0.8123
H 0.018 0.702 2.279 0.2035
H 2.156 0.238 0.388 0.4060
H 1.602 0.584 -2.145 0.3053
H 1.578 2.075 -1.193 0.3587
H 0.342 1.795 -2.434 0.3440
H -1.604 0.909 0.548 0.3364
H -1.697 1.635 -1.065 0.3745
H -0.719 2.377 0.237 0.4076
N -1.402 -1.469 -0.810 -0.4312
N -0.285 -1.811 1.522 -0.6629
C 0.587 -1.324 0.479 0.1136
N -0.120 -1.084 -0.796 -0.0931
H -1.766 -1.962 0.008 0.2411
H -1.839 -1.429 -1.721 0.1931
H -0.599 -1.032 2.102 0.1935
H 0.164 -2.498 2.116 0.2322
H 1.424 -1.994 0.268 0.3644
```

Values from the calculation:
HOMO-LUMO gap	8.387	eV
highest occupied orbital energy	-7.51	eV
total charge	0

Quick look at relative energies in eV: (A) 0.236; (B) 0.000.

(A)
Density functional theory data (ωB97M-V/def2-TZVPD) for C6H6S2 in the gas phase.

XYZ file:
```
14
Properties=species:S:1:pos:R:3:mulliken_charge:R:1
C 1.470 -2.131 0.832 0.1047
C 0.370 -1.830 0.360 -0.3473
C -0.846 -1.200 -0.116 0.0212
S -1.764 -1.839 -1.284 -0.1986
C -1.079 0.191 0.473 -0.8136
C -0.498 1.351 -0.377 -0.2506
C 1.023 1.257 -0.495 -0.3493
S 1.952 1.473 -1.775 -0.2206
H 2.481 -2.411 1.134 0.3799
H -2.161 0.345 0.518 0.3288
H -0.610 0.169 1.425 0.4528
H -1.169 1.427 -1.286 0.3291
H -0.617 2.322 0.159 0.2863
H 1.450 0.876 0.431 0.2775
```

Values from the calculation:
HOMO-LUMO gap	7.720	eV
SMILES	C#CC(=S)CCC=S
highest occupied orbital energy	-8.78	eV
total charge	0

(B)
Density functional theory data (ωB97M-V/def2-TZVPD) for C6H6S2 in the gas phase.

XYZ file:
```
14
Properties=species:S:1:pos:R:3:mulliken_charge:R:1
C 0.309 2.552 0.089 0.2436
C 0.864 1.503 -0.147 -0.2598
C 1.494 0.253 -0.266 -0.3169
S 2.905 0.033 -1.033 -0.2294
C 0.746 -0.929 0.342 -0.5188
C -0.668 -1.235 -0.170 -0.4606
C -1.631 -0.135 0.086 -0.2839
S -2.583 0.385 -1.097 -0.2116
H -0.012 3.533 0.318 0.4222
H 1.265 -1.889 0.208 0.3474
H 0.631 -0.674 1.434 0.2884
H -0.654 -1.565 -1.241 0.3204
H -0.987 -2.108 0.360 0.3371
H -1.680 0.277 1.116 0.3219
```

Values from the calculation:
HOMO-LUMO gap	7.742	eV
SMILES	C#CC(=S)CCC=S
highest occupied orbital energy	-8.76	eV
total charge	0

Quick look at relative energies in eV: (A) 0.125; (B) 0.000.

(A)
Density functional theory data (ωB97M-V/def2-TZVPD) for a molecular structure, CH3I2NO.

XYZ file:
```
8
Properties=species:S:1:pos:R:3:mulliken_charge:R:1
C 1.150 0.072 0.054 -0.4783
N -1.115 0.109 -0.362 -0.4736
O -0.112 0.516 0.501 -0.1265
I -1.632 -1.954 -0.025 0.1617
I -2.714 1.366 -0.044 0.2162
H 1.861 0.468 0.775 0.2211
H 1.369 0.446 -0.949 0.2628
H 1.193 -1.023 0.051 0.2166
```

Values from the calculation:
HOMO-LUMO gap (spin up / spin down)	7.759 / 7.759	eV
highest occupied orbital energy (spin up / spin down)	-8.96 / -8.96	eV
total charge	0

(B)
Density functional theory data (ωB97M-V/def2-TZVPD) for 2 unconnected molecules or ions with the total composition CH3I2NO.

XYZ file:
```
8
Properties=species:S:1:pos:R:3:mulliken_charge:R:1
C 1.151 0.447 0.147 -0.6320
N -1.263 -0.598 -0.718 -0.4604
O 0.268 -0.533 0.449 -0.2960
I -1.860 -2.382 -0.029 0.2833
I -2.260 0.988 -0.024 0.2622
H 2.169 0.028 0.009 0.2408
H 0.954 1.257 0.921 0.2357
H 0.840 0.791 -0.755 0.3663
```

Values from the calculation:
HOMO-LUMO gap	8.104	eV
highest occupied orbital energy	-9.40	eV
total charge	0

Quick look at relative energies in eV: (A) 0.000; (B) 1.893.